1.
Molecular formula: H2O4PS
Method: DFT, the ωB97M-V functional and the def2-TZVPD basis

Geometry as XYZ:
```
8
Properties=species:S:1:pos:R:3:nbo_charge:R:1
O 1.00475 1.81145 0.13393 -1.1313
P -0.17400 0.91522 -0.04280 0.9528
S -2.59408 0.15378 0.03190 2.2920
O -3.13230 1.08013 -0.91995 -0.9486
O -2.95848 0.29031 1.43296 -0.9518
O -2.22141 -1.15250 -0.42841 -0.9433
H 0.62470 -0.30405 0.08477 -0.1227
H -0.48093 0.58954 -1.30349 -0.1472
```

As for the energy relative to the best compared isomer or geometry (same formula, charge and spin): 143.8 kJ/mol. As for the charge: -1. Its SMILES is O=[PH2]S(=O)(=O)[O-]. Its highest occupied orbital energy is -0.1643 Ha. The value obtained for the LUMO energy is 3.7 eV. For the gap between HOMO and LUMO, the calculation gives 8.2 eV.

---

2.
Molecular formula: H2O5P2
Method: DFT, the ωB97M-V functional and the def2-TZVPD basis

Geometry as XYZ:
```
9
Properties=species:S:1:pos:R:3:nbo_charge:R:1
O 9.74381 -0.51999 1.39549 -1.1612
O 9.79046 0.74283 -0.78931 -1.1603
O 1.38659 -1.55345 0.14968 -1.1291
O 0.64713 0.88370 0.01234 -1.0793
O 0.25602 -3.72999 -0.21183 -1.1423
P 0.13504 -2.25575 -0.39443 1.3893
P 10.08886 -0.56362 -0.10870 1.3215
H 0.92221 -0.15406 0.18877 0.5122
H 1.33385 1.52881 -0.05806 0.4493
```

As for the energy relative to the best compared isomer or geometry (same formula, charge and spin): 86.1 kJ/mol. As for the charge: -2. Its highest occupied orbital energy is -0.0843 Ha. The value obtained for the LUMO energy is 6.0 eV. For the gap between HOMO and LUMO, the calculation gives 8.3 eV.

---

3.
Molecular formula: H2O7P2S
Method: DFT, the ωB97M-V functional and the def2-TZVPD basis

Geometry as XYZ:
```
12
Properties=species:S:1:pos:R:3:nbo_charge:R:1
O 4.21191 0.18132 -0.14881 -0.8503
O 2.20423 -1.17624 0.71931 -1.1054
O 2.69196 1.97523 0.35981 -0.8333
O 2.17774 0.36685 -1.34538 -0.9412
O 0.25059 0.28760 0.04852 -0.9918
O -1.67450 -0.97466 -0.77920 -1.0210
O 0.40797 -2.26852 -0.53458 -1.0923
P 1.59348 -2.54892 0.42497 1.6618
P -0.09997 -0.65075 -1.23320 1.6550
S 2.91069 0.63759 -0.17632 2.5140
H 0.88081 0.90923 -0.12449 0.4884
H -2.11962 -0.30171 -0.20290 0.5161
```

As for the energy relative to the best compared isomer or geometry (same formula, charge and spin): 184.6 kJ/mol. Its highest occupied orbital energy is -0.3889 Ha. The value obtained for the LUMO energy is -1.3 eV. For the gap between HOMO and LUMO, the calculation gives 9.3 eV.

---

4.
Molecular formula: H2OP2
Method: DFT, the ωB97M-V functional and the def2-TZVPD basis

Geometry as XYZ:
```
5
Properties=species:S:1:pos:R:3:nbo_charge:R:1
O -2.05945 0.52385 -0.45125 -0.9487
P -1.18960 -0.58795 0.12376 1.0461
P 0.71872 0.46148 0.55544 -0.1125
H 1.26083 0.38051 -0.95277 0.0419
H 1.26950 -0.77790 0.72483 -0.0268
```

As for the energy relative to the best compared isomer or geometry (same formula, charge and spin): 15.7 kJ/mol. Its SMILES is O=P#[PH2]. Its highest occupied orbital energy is -0.3361 Ha. The value obtained for the LUMO energy is -1.3 eV. For the gap between HOMO and LUMO, the calculation gives 7.9 eV.

---

5.
Molecular formula: H2OTl
Method: DFT, the ωB97M-V functional and the def2-TZVPD basis

Geometry as XYZ:
```
4
Properties=species:S:1:pos:R:3:lowdin_charge:R:1
Tl -7.34666 -0.09812 30.98671 2.4539
O -9.27026 -1.10087 30.51801 0.1792
H -9.58665 -1.91560 30.12771 0.1964
H -10.06547 -0.62156 30.75067 0.1705
```

As for the energy relative to the best compared isomer or geometry (same formula, charge and spin): 89.6 kJ/mol. As for the charge: +3. Its highest occupied orbital energy is -1.2031 Ha. The value obtained for the LUMO energy is -26.1 eV. For the gap between HOMO and LUMO, the calculation gives 6.6 eV.

---

6.
Molecular formula: H2P2
Method: DFT, the ωB97M-V functional and the def2-TZVPD basis

Geometry as XYZ:
```
4
Properties=species:S:1:pos:R:3:nbo_charge:R:1
P -0.76180 -0.61995 0.10227 0.0348
P 0.73459 0.63111 -0.07281 0.0345
H -0.10595 -1.13604 1.38349 -0.0345
H 0.13316 1.12487 -1.41295 -0.0348
```

As for the energy relative to the best compared isomer or geometry (same formula, charge and spin): 14.9 kJ/mol. Its highest occupied orbital energy is -0.3553 Ha. The value obtained for the LUMO energy is -0.8 eV. For the gap between HOMO and LUMO, the calculation gives 8.9 eV.

---

7.
Molecular formula: H2P4S3
Method: DFT, the ωB97M-V functional and the def2-TZVPD basis

Geometry as XYZ:
```
9
Properties=species:S:1:pos:R:3:nbo_charge:R:1
P 0.89846 -0.93908 -1.52873 0.1786
P 0.71486 -0.31512 1.94415 0.2251
P 1.42006 0.66926 0.08640 0.1383
P -1.90061 1.41225 0.46008 0.3970
S -1.02433 -1.61145 -1.29961 -0.4006
S -1.35922 0.38062 2.17712 -0.3094
S -0.11998 2.01433 -0.28870 -0.2485
H 1.11607 -0.19777 -2.88270 0.0261
H 0.25469 -1.41305 1.33198 -0.0065
```

As for the energy relative to the best compared isomer or geometry (same formula, charge and spin): 196.1 kJ/mol. Its highest occupied orbital energy (alpha / beta) is -0.2850 / -0.3064 Ha. The value obtained for the LUMO energy (alpha / beta) is -2.3 / -1.6 eV. For the gap between HOMO and LUMO (alpha / beta), the calculation gives 5.5 / 6.7 eV.

---

8.
Molecular formula: H2S2
Method: DFT, the ωB97M-V functional and the def2-TZVPD basis

Geometry as XYZ:
```
4
Properties=species:S:1:pos:R:3:nbo_charge:R:1
S 1.48249 1.26746 0.06829 -0.4427
S 1.71462 -0.79418 -0.01990 0.1340
H 0.62353 -1.74933 -0.42494 0.1311
H 0.53242 -1.01146 0.67657 0.1776
```

As for the energy relative to the best compared isomer or geometry (same formula, charge and spin): 268.3 kJ/mol. Its highest occupied orbital energy is -0.3181 Ha. The value obtained for the LUMO energy is -0.9 eV. For the gap between HOMO and LUMO, the calculation gives 7.8 eV.

---

Which value of energy relative to the best compared isomer or geometry (same formula, charge and spin) does entry 3 give? 184.6 kJ/mol

---

The lowest energy relative to the best compared isomer or geometry (same formula, charge and spin) belongs to which entry? H2P2